Record 1
Molecular formula: CH9P3Si
Method: DFT, ωB97M-V/def2-TZVPD

Geometry as XYZ:
```
14
Properties=species:S:1:pos:R:3:lowdin_charge:R:1
C 1.10 0.23 -2.26 0.04
Si -0.60 -0.15 0.93 -0.06
P -2.40 1.22 1.37 0.39
P -1.16 -2.16 1.96 0.50
P 1.09 0.46 2.35 0.48
H 0.08 0.51 -2.11 -0.07
H 1.95 0.95 -2.49 0.01
H 1.37 -0.84 -2.19 -0.02
H -1.97 1.16 2.77 -0.17
H -1.58 2.50 1.26 -0.14
H -1.78 -2.57 0.89 -0.25
H -0.03 -2.71 1.68 -0.25
H 1.97 0.54 1.35 -0.24
H 0.69 1.75 2.07 -0.22
```

Output
Kohn-Sham gap (alpha / beta)	0.27450 / 0.27591	Ha

Record 2
Molecular formula: CHAgLiO3
Method: DFT, ωB97M-V/def2-TZVPD

Geometry as XYZ:
```
7
Properties=species:S:1:pos:R:3:lowdin_charge:R:1
O 1.46 0.89 -0.55 -0.19
H 2.76 -0.83 -0.97 0.05
C 1.23 -0.20 -0.01 -0.53
O 2.00 -1.23 -0.50 -0.12
O -2.64 0.40 0.12 -1.13
Ag -3.89 0.75 2.08 0.43
Li -0.93 0.23 -0.17 0.48
```

Output
charge	-1
Kohn-Sham gap (alpha / beta)	0.19905 / 0.19942	Ha

Record 3
Molecular formula: CHBr2FO
Method: DFT, ωB97M-V/def2-TZVPD

Geometry as XYZ:
```
6
Properties=species:S:1:pos:R:3:lowdin_charge:R:1
O -0.29 0.57 0.06 -0.09
C -0.09 0.82 1.40 -1.38
F -0.82 -0.11 2.02 -0.07
Br -0.93 2.56 1.95 0.63
Br 1.72 0.67 1.93 0.78
H -1.08 0.16 -0.28 0.12
```

Output
SMILES string	OC(F)(Br)Br
Kohn-Sham gap	0.39225	Ha

Record 4
Molecular formula: CHBr2NO
Method: DFT, ωB97M-V/def2-TZVPD

Geometry as XYZ:
```
6
Properties=species:S:1:pos:R:3:lowdin_charge:R:1
C -1.24 0.37 0.64 -1.07
N 1.73 -0.30 -0.95 -0.55
O -2.02 1.22 0.79 0.00
Br -1.58 -1.29 0.00 0.78
Br 0.79 0.96 -0.12 0.88
H 2.33 -0.96 -0.37 -0.03
```

Output
Kohn-Sham gap (alpha / beta)	0.25988 / 0.28353	Ha

Record 5
Molecular formula: CHBr2NO2
Method: DFT, ωB97M-V/def2-TZVPD

Geometry as XYZ:
```
7
Properties=species:S:1:pos:R:3:lowdin_charge:R:1
C -1.26 -0.17 -0.76 -1.09
N 1.05 0.43 1.02 -0.20
O 1.23 0.45 2.23 0.09
O 1.70 0.62 0.03 -0.02
Br -1.54 -2.03 -0.70 0.57
Br 0.00 0.31 -2.09 0.64
H -1.17 0.38 0.27 0.02
```

Output
Kohn-Sham gap (alpha / beta)	0.34662 / 0.25258	Ha

Record 6
Molecular formula: CHBrClNO2
Method: DFT, ωB97M-V/def2-TZVPD

Geometry as XYZ:
```
7
Properties=species:S:1:pos:R:3:lowdin_charge:R:1
C -0.03 -0.46 -0.43 -1.09
N 0.17 0.71 0.63 -0.53
O -0.03 0.34 1.72 0.05
O 0.29 1.82 0.18 0.03
Cl 0.34 0.29 -2.01 0.59
Br -1.71 -1.25 -0.14 0.74
H 0.97 -1.43 0.05 0.22
```

Output
Kohn-Sham gap	0.39130	Ha

Record 7
Molecular formula: CHBrNO2
Method: DFT, ωB97M-V/def2-TZVPD

Geometry as XYZ:
```
6
Properties=species:S:1:pos:R:3:lowdin_charge:R:1
C 0.00 -0.67 0.13 -0.52
N 0.30 0.63 0.06 -0.64
O 1.55 0.93 0.08 -0.17
O -0.55 1.55 0.05 -0.20
Br -1.85 -1.12 0.07 0.56
H 0.56 -1.32 -0.38 -0.03
```

Output
charge	-1
⟨S²⟩	2.0076
2S+1	3
Kohn-Sham gap (alpha / beta)	0.14224 / 0.26693	Ha

Record 8
Molecular formula: CHBrO
Method: DFT, ωB97M-V/def2-TZVPD

Geometry as XYZ:
```
4
Properties=species:S:1:pos:R:3:lowdin_charge:R:1
C -2.48 -1.33 0.59 -0.45
O -0.31 0.81 0.25 -0.64
Br -2.22 0.22 -0.01 1.06
H 0.49 0.18 0.45 0.04
```

Output
Kohn-Sham gap (alpha / beta)	0.29142 / 0.29145	Ha

Number 1: strongest force on any atom 0.0858 Eh/bohr. Number 2: strongest force on any atom 0.0528 Eh/bohr. Number 3: strongest force on any atom 0.0593 Eh/bohr. Number 4: strongest force on any atom 0.0437 Eh/bohr. Number 5: strongest force on any atom 0.0511 Eh/bohr. Number 6: strongest force on any atom 0.0943 Eh/bohr. Number 7: strongest force on any atom 0.0845 Eh/bohr. Number 8: strongest force on any atom 0.0558 Eh/bohr.